DFT (ωB97M-V with the def2-TZVPD basis set) results for a cluster of 11 separate species, C10H40F2N21O14S2 in total.

Geometry as XYZ:
```
89
Properties=species:S:1:pos:R:3:forces:R:3
N -1.41343 -0.59335 -0.15028 2.05 -1.37 6.56
S -0.73966 -0.59200 -1.44714 0.89 1.33 -11.67
O -0.39409 -1.87893 -2.04395 0.51 2.07 1.40
O -0.02206 0.65755 -1.77271 -0.78 -2.76 0.71
F -2.14682 -0.33027 -2.21163 -0.02 0.33 -0.63
S 0.04856 -0.89008 0.72752 0.46 -0.78 4.44
O 0.89240 0.26026 0.94274 -0.98 -0.89 -0.63
O 0.69026 -2.20434 0.74678 -2.04 2.41 -0.90
F -0.87930 -0.91838 2.05416 0.77 -0.42 0.03
C 0.19701 1.19262 4.83003 -1.59 -0.59 0.00
O -0.94536 1.41414 5.06531 -4.07 0.08 0.63
N 0.67028 0.25927 4.07252 0.76 -3.36 -2.82
N 1.13877 1.86317 5.37138 4.30 3.89 2.55
H 0.03036 -0.44430 3.73255 0.49 0.29 -0.30
H 1.58700 0.42228 3.68117 -0.32 -0.86 -0.14
H 0.81583 2.64229 5.92707 0.39 0.18 -0.30
H 1.93439 1.97881 4.76007 0.34 0.55 0.71
C 0.83691 4.58393 -2.76265 -1.12 2.50 0.67
O 0.71239 5.42886 -3.61432 0.15 0.88 -2.32
N 1.02369 3.30887 -2.95765 0.67 -2.41 -0.60
N 0.64799 4.96303 -1.49595 0.16 0.13 3.09
H 1.00404 2.68040 -2.16725 -0.28 -0.18 -0.53
H 0.94976 2.99482 -3.91474 0.23 -0.52 0.25
H 0.55217 5.93829 -1.25143 0.10 -0.24 -0.49
H 0.92367 4.37801 -0.72015 -0.18 0.03 -0.12
C 2.31212 3.93694 1.53973 -0.97 3.02 0.06
O 2.48673 5.11978 1.58944 0.54 3.21 1.34
N 1.50311 3.26518 2.33960 -1.17 -2.18 1.87
N 2.79130 3.29855 0.52753 1.14 -3.82 -2.55
H 1.20287 2.36860 1.98450 -0.48 0.00 0.39
H 0.87970 3.75626 2.96435 0.18 0.09 -0.33
H 3.18800 3.80450 -0.25140 -0.14 -0.25 0.33
H 2.42323 2.35915 0.48106 0.72 -0.21 -1.16
C 3.23646 -4.42556 -1.78866 -2.55 0.47 1.23
O 3.89617 -4.33837 -2.81315 0.13 -0.62 0.64
N 2.78471 -5.55058 -1.12450 1.80 -1.63 -1.65
N 2.62789 -3.40944 -1.14208 0.40 1.91 -0.42
H 3.13633 -6.38229 -1.57699 -0.47 -0.40 0.84
H 2.21292 -5.50569 -0.29316 0.35 -0.36 -0.47
H 2.59027 -2.49673 -1.57296 0.21 -0.09 0.21
H 1.98220 -3.52436 -0.37398 0.25 -0.19 -0.50
C -2.06869 2.74639 1.29114 -2.44 1.51 -1.73
O -2.32647 3.86853 1.60958 0.18 3.44 0.33
N -2.35414 2.19213 0.13761 -1.30 -0.37 -5.15
N -1.72109 1.84386 2.09462 2.74 -3.91 4.74
H -2.73948 2.73125 -0.62460 0.14 0.12 0.37
H -2.23494 1.21082 -0.06959 0.14 0.55 0.26
H -1.66898 0.90081 1.73677 0.31 0.38 1.07
H -1.40072 2.16849 2.99577 -0.23 -0.91 0.29
C -3.31122 -3.46486 0.84689 -4.81 -6.89 0.73
O -3.98091 -4.42958 1.21094 -0.44 -1.13 0.79
N -3.21577 -2.41048 1.50259 1.36 7.40 4.46
N -2.81640 -3.39379 -0.31375 3.28 0.88 -4.83
H -2.56270 -1.74117 1.12098 -0.70 0.25 0.74
H -3.80568 -2.09559 2.25952 0.22 -0.74 -0.18
H -2.71186 -4.18169 -0.93696 0.05 0.46 0.27
H -2.34522 -2.50256 -0.37558 0.39 -0.82 -1.83
C -0.37745 0.56088 -5.11355 -0.95 -0.79 0.05
O 0.75721 0.85103 -4.87975 2.47 1.80 0.64
N -1.43886 1.38150 -5.18092 -0.17 1.97 0.23
N -0.73860 -0.70241 -5.24607 -0.80 -2.14 -0.59
H -2.25788 1.17101 -5.73318 0.25 0.31 0.39
H -1.24177 2.27015 -4.74324 -0.69 0.23 -0.59
H -1.72087 -0.81998 -5.04258 0.39 -0.98 0.16
H -0.02954 -1.35177 -4.93674 -0.47 -0.30 -0.05
C 3.21419 0.23225 -1.38493 -6.17 -2.13 -2.94
O 2.62822 -0.81731 -1.12408 0.09 -0.17 0.40
N 4.19167 0.65840 -0.70850 4.95 1.32 3.16
N 2.72021 1.06258 -2.31119 1.33 0.80 -0.13
H 4.48250 -0.06393 -0.06526 0.68 0.38 0.02
H 4.86465 1.24820 -1.17685 0.21 -0.15 0.50
H 1.85310 0.85766 -2.78682 0.23 0.14 -0.19
H 3.21437 1.94279 -2.27729 -0.95 0.23 -1.03
C -5.65492 -1.26159 -1.40829 3.05 -1.94 0.30
O -5.42749 -2.26372 -2.02365 0.54 -1.70 -2.56
N -6.84646 -1.06473 -0.93399 -3.42 1.81 1.55
N -4.65905 -0.47605 -0.93613 -0.43 1.80 0.83
H -7.01413 -0.24035 -0.37509 -0.52 -0.37 -0.12
H -7.51815 -1.81170 -1.03873 0.17 0.39 0.11
H -4.91012 -0.05967 -0.05087 0.83 0.37 -0.22
H -3.71257 -0.47577 -1.28864 -0.58 -0.32 0.11
C 2.07013 -3.29056 3.82532 -2.07 -3.38 4.58
O 1.17541 -4.12420 4.01234 -0.42 0.95 -0.26
N 2.72453 -2.76387 4.86133 0.52 0.66 2.05
N 2.58012 -3.02305 2.70990 1.85 1.53 -6.52
H 3.39649 -2.02576 4.70716 -0.44 -0.02 0.56
H 2.20301 -2.89857 5.71571 0.64 0.38 0.19
H 1.91683 -3.01411 1.94828 0.59 -0.19 -0.30
H 3.45067 -2.52081 2.60991 -0.44 0.04 -0.10
```
Forces are in eV/Å.

Its charge is -1. For the energy above the lowest of the compared OMol25 structures with the same formula, charge and spin, the calculation gives 167.9 kcal per mole. As for the HOMO energy: -6.82 eV.